Molecular formula: C30H44N6O6P2PdSe
Method: DFT, ωB97M-V with the def2-TZVPD basis set

Calculated values
strongest force on any atom	0.635	eV/Å
gap between HOMO and LUMO	5.637	eV
total energy	-5161.75615	a.u.

Each line ends with the Löwdin charge.
CARTESIAN COORDINATES (ANGSTROEM)
Pd: 0.4981 -1.0807 0.6101  0.26
C: -0.7185 5.1837 -0.9585  -0.04
C: 0.3959 4.1571 -1.0288  -0.46
C: 1.7565 4.7980 -1.2246  -0.04
O: 0.3880 3.4315 0.2152  -0.18
P: 0.5505 1.8452 0.3215  0.46
O: 0.7872 1.4842 1.7239  -0.27
C: -0.9505 1.1658 -0.4144  -0.25
P: -2.4885 1.3411 0.5105  0.46
O: -2.5743 0.5752 1.7523  -0.23
O: -2.6843 2.9123 0.6832  -0.21
C: -3.0545 3.4735 1.9843  -0.43
C: -1.8041 3.7433 2.7935  -0.04
C: -3.8601 4.7213 1.6961  -0.04
O: -3.6313 0.8705 -0.4927  -0.17
C: -3.9701 1.2478 -1.8428  -0.42
C: -3.6831 2.6975 -2.1866  -0.05
C: -3.3302 0.2664 -2.8107  -0.04
O: 1.7076 1.6569 -0.7540  -0.20
C: 2.2487 0.4225 -1.2864  -0.46
C: 1.7727 0.2838 -2.7167  -0.04
C: 3.7538 0.5015 -1.1566  -0.03
H: -0.7765 5.7482 -1.8910  0.09
H: -0.5229 5.8843 -0.1442  0.09
H: -1.6759 4.6977 -0.7730  0.05
H: 0.2040 3.4581 -1.8512  0.13
H: 1.9664 5.4725 -0.3925  0.09
H: 1.7694 5.3779 -2.1498  0.08
H: 2.5381 4.0417 -1.2702  0.07
H: -0.8073 0.0665 -0.5322  0.03
H: -1.0569 1.5977 -1.4130  0.05
H: -3.6709 2.7299 2.4887  0.13
H: -1.1709 4.4680 2.2794  0.08
H: -1.2315 2.8265 2.9332  0.07
H: -2.0736 4.1418 3.7736  0.09
H: -3.2539 5.4439 1.1454  0.08
H: -4.1776 5.1859 2.6303  0.08
H: -4.7488 4.4863 1.1091  0.08
H: -5.0519 1.1042 -1.8759  0.14
H: -2.6147 2.9183 -2.2071  0.06
H: -4.1549 3.3743 -1.4767  0.08
H: -4.0810 2.9002 -3.1829  0.09
H: -2.2506 0.4101 -2.8813  0.07
H: -3.7544 0.3950 -3.8085  0.09
H: -3.5274 -0.7533 -2.4770  0.06
H: 1.8803 -0.4288 -0.6752  0.07
H: 2.0852 1.1476 -3.3086  0.09
H: 0.6851 0.2041 -2.7527  0.06
H: 2.1930 -0.6168 -3.1679  0.09
H: 4.1530 1.3416 -1.7301  0.09
H: 4.2085 -0.4192 -1.5288  0.09
H: 4.0346 0.6250 -0.1099  0.07
Se: 7.5359 -4.9936 0.5889  1.09
N: 6.9458 -3.4675 1.3155  -0.23
C: 5.6485 -3.4711 1.2091  -0.34
C: 4.8006 -2.3790 1.6679  -0.10
C: 5.3310 -1.2353 2.2642  0.00
C: 4.4731 -0.2322 2.6509  -0.04
C: 3.1085 -0.3829 2.4068  -0.11
N: 2.5921 -1.4653 1.8372  0.09
C: 3.4132 -2.4666 1.4917  -0.14
C: 2.8062 -3.6879 0.9048  -0.15
N: 1.4747 -3.7436 0.8470  0.11
C: 0.9079 -4.8083 0.3105  -0.12
C: 1.6273 -5.8851 -0.2062  -0.04
C: 3.0017 -5.8488 -0.1347  0.00
C: 3.6142 -4.7326 0.4369  -0.10
C: 5.0598 -4.6346 0.5809  -0.34
N: 5.8869 -5.5586 0.1849  -0.23
H: 6.4012 -1.1617 2.4068  0.12
H: 4.8378 0.6703 3.1227  0.11
H: 2.4012 0.4002 2.6436  0.09
H: -0.1792 -4.7994 0.2902  0.10
H: 1.1090 -6.7272 -0.6449  0.10
H: 3.6158 -6.6580 -0.5065  0.11
C: -4.2255 -3.7661 -1.6994  -0.03
C: -3.2920 -3.3167 -0.6278  -0.32
C: -3.3640 -3.4007 0.7398  0.02
C: -2.1883 -2.7799 1.2299  -0.35
N: -1.4455 -2.3558 0.2174  0.01
N: -2.1296 -2.6816 -0.8994  0.03
C: -1.7552 -2.5468 2.6375  -0.04
H: -5.0660 -4.2975 -1.2573  0.08
H: -3.7370 -4.4385 -2.4073  0.08
H: -4.6259 -2.9182 -2.2597  0.07
H: -4.1628 -3.8381 1.3155  0.11
H: -1.7202 -2.4854 -1.7932  0.15
H: -2.2377 -3.2514 3.3169  0.08
H: -2.0149 -1.5293 2.9288  0.06
H: -0.6740 -2.6529 2.7123  0.06